The following is a DFT calculation (ωB97M-V/def2-TZVPD) of a molecular structure, C40H38N4OP2S3Sr in a non-equilibrium geometry.

The geometry in XYZ format:
```
89
Properties=species:S:1:pos:R:3:mulliken_charge:R:1
Sr 0.0161 -0.9632 0.0236 3.1347
C 4.9321 -3.1618 1.3770 -0.5588
C 5.1641 -1.8322 1.7109 -0.7100
C 4.1132 -0.9419 1.8291 0.2986
C 2.7890 -1.3545 1.6108 -0.5766
C 2.5724 -2.6985 1.2749 -0.2743
C 3.6302 -3.5878 1.1642 -0.7122
N 1.7333 -0.4490 1.5712 0.5172
C 1.5919 0.4752 2.5154 -0.1542
C 2.1786 0.3195 3.8157 -0.2559
C 2.0742 1.2680 4.7846 -0.7194
C 1.4121 2.4954 4.5402 -0.7989
C 0.8307 2.6948 3.3316 -0.3028
C 0.8393 1.7051 2.2994 -0.2262
N 0.1278 2.0905 1.2301 -1.4527
N -0.0805 1.3010 0.2414 1.3322
C -0.9004 1.7995 -0.7582 -0.5667
C -1.7176 2.9341 -0.6387 -0.6514
C -2.5291 3.2707 -1.6999 -0.6456
C -2.4991 2.5018 -2.8618 -0.9897
C -1.6608 1.4031 -2.8870 -0.4731
N -0.8942 1.0425 -1.8627 0.8350
H 5.7559 -3.8573 1.2877 0.3975
H 6.1780 -1.4851 1.8676 0.3679
H 4.2999 0.0976 2.0699 0.4663
H 1.5506 -3.0401 1.1338 0.2361
H 3.4375 -4.6229 0.9099 0.4120
H 2.6924 -0.6080 4.0262 0.5144
H 2.5104 1.0868 5.7597 0.3928
H 1.3465 3.2406 5.3221 0.4066
H 0.2881 3.6035 3.1088 0.4136
H -1.7084 3.4913 0.2865 0.5351
H -3.1924 4.1241 -1.6334 0.3898
H -3.1121 2.7404 -3.7195 0.4497
H -1.5915 0.7786 -3.7740 0.4271
C 3.5744 -0.9884 -1.7493 -1.4979
P 1.8290 -0.5642 -2.1593 1.8461
C 2.1069 1.0941 -2.8990 -1.5823
C 1.5781 -1.5978 -3.6580 -0.3440
C 2.5138 -1.6675 -4.6895 -0.5615
C 2.3217 -2.5180 -5.7637 -0.7858
C 1.1885 -3.3198 -5.8173 -0.8223
C 0.2445 -3.2500 -4.8084 -0.6957
C 0.4224 -2.3885 -3.7256 -0.2938
P -0.8253 -2.2269 -2.3847 1.9665
C -2.3911 -2.3729 -3.3375 -1.3463
C -0.7512 -3.9152 -1.6475 -1.3179
H 4.2600 -0.8265 -2.5819 0.5716
H 3.6286 -2.0303 -1.4313 0.2943
H 3.8769 -0.3657 -0.9065 0.4271
H 2.9073 1.0816 -3.6398 0.4863
H 2.3692 1.7762 -2.0877 0.4225
H 1.1870 1.4464 -3.3572 0.3249
H 3.4052 -1.0521 -4.6567 0.2900
H 3.0543 -2.5618 -6.5597 0.4088
H 1.0426 -3.9964 -6.6499 0.4089
H -0.6373 -3.8769 -4.8672 0.2907
H -2.4951 -3.3474 -3.8157 0.5049
H -2.4295 -1.5884 -4.0935 0.3826
H -3.2226 -2.2296 -2.6483 0.2419
H -0.8771 -4.6951 -2.3995 0.4668
H -1.5409 -3.9955 -0.8967 0.3949
H 0.2152 -4.0542 -1.1558 0.2947
O -1.3519 -1.3755 1.4107 -1.5249
C -2.5917 -1.1762 1.9877 2.8655
C -3.6540 -1.2084 0.8777 -0.7878
C -3.7229 -0.3737 -0.1999 0.1523
C -4.7724 -0.6946 -1.1014 -1.4142
C -5.4664 -1.7972 -0.7142 -0.3564
S -4.8668 -2.4307 0.7637 -0.1414
C -2.8873 -2.2500 3.0363 -1.0944
C -2.1363 -3.3425 3.3291 -0.7205
C -2.6753 -4.1276 4.3871 -0.6194
C -3.8251 -3.6076 4.8866 -0.6260
S -4.2643 -2.1549 4.0831 0.0518
C -2.6559 0.1706 2.7115 -0.5293
C -3.3785 1.2946 2.4505 -0.0943
C -3.1865 2.3191 3.4208 -0.8586
C -2.3308 1.9457 4.4052 -0.6746
S -1.7332 0.3565 4.1606 -0.0415
H -3.0569 0.4671 -0.3275 0.4434
H -4.9967 -0.1227 -1.9919 0.4286
H -6.3106 -2.2680 -1.1928 0.4596
H -1.2189 -3.5696 2.8052 0.3778
H -2.2226 -5.0358 4.7595 0.3992
H -4.4457 -3.9852 5.6838 0.4545
H -4.0491 1.3852 1.6084 0.6588
H -3.6819 3.2796 3.3835 0.4383
H -2.0093 2.5149 5.2627 0.5195
```

Orbital gap (eV): 6.405
LUMO level (eV): -0.54
Relative energy (zero: lowest compared OMol25 entry of this formula, charge and spin) (kJ/mol): 201.1